Record 1
Molecular formula: C2H6INO
Method: DFT, ωB97M-V with the def2-TZVPD basis set

multiplicity	1
SMILES	CONCI
orbital gap	0.3638	Ha

Structure (XYZ):
```
11
Properties=species:S:1:pos:R:3:forces:R:3
C 1.6359 0.6385 -0.1674 -0.1 1.6 -2.4
O 0.9295 -0.5775 0.0406 0.4 0.4 0.2
N -0.2122 -0.2767 0.7913 -2.8 1.8 -3.0
C -1.5309 -0.4045 -0.2675 3.9 -2.8 1.6
I -3.2477 -0.2333 0.8429 -0.7 0.2 0.4
H 2.7002 0.6184 0.0381 0.0 -0.3 1.5
H 1.0567 1.5405 0.2092 1.0 -1.3 -0.1
H 1.7990 0.8143 -1.2747 -1.0 -0.3 0.6
H -0.3065 -0.9959 1.4461 -0.3 -1.6 1.0
H -1.3837 0.3790 -0.9897 -0.1 0.1 -0.2
H -1.4403 -1.5028 -0.6688 -0.3 2.4 0.3
```
Positions in Å, forces in eV/Å.

These are the natural (NBO) partial charges, in e, on atoms 1 to 2: -0.28, -0.41

Record 2
Molecular formula: C4H7O4
Method: DFT, ωB97M-V with the def2-TZVPD basis set

multiplicity	1
charge	+1
orbital gap	0.3563	Ha

Structure (XYZ):
```
15
Properties=species:S:1:pos:R:3:forces:R:3
C 1.2818 -0.0738 -0.2014 -0.5 0.4 1.3
C 2.4992 0.7054 -0.2544 3.7 1.2 1.1
C -2.1138 0.0819 0.7679 2.6 0.6 1.6
C -1.0793 -0.0367 -0.2906 0.4 -2.3 1.0
O 0.1042 0.5845 -0.1893 -0.3 0.0 -0.7
O 1.2681 -1.2604 0.1490 0.9 -0.9 -0.3
O -1.4611 -0.4746 -1.4390 -0.3 0.8 0.3
O 0.0772 -1.8937 0.3906 -1.2 1.4 -0.4
H 3.1086 0.6467 -1.1679 -1.2 0.6 -0.7
H 2.4603 1.7508 0.2024 -0.6 -1.3 -1.2
H 3.4048 0.2779 0.3075 -1.9 -0.3 0.2
H -2.6118 -0.8271 0.9149 -0.7 -1.6 -0.2
H -2.7899 0.7757 0.3850 -1.4 1.6 -0.2
H -1.7079 0.3443 1.7787 -0.3 0.2 -1.2
H -2.4403 -0.6006 -1.3535 0.8 -0.3 -0.6
```
Positions in Å, forces in eV/Å.

These are the natural (NBO) partial charges, in e, on atoms 1 to 2: 0.81, -0.79

Record 3
Molecular formula: C6H12N4O4
Method: DFT, ωB97M-V with the def2-TZVPD basis set

multiplicity	1
SMILES	CC(=O)N1C[C@@H]([C@@H](C)O)[N+]([O-])=NN1O
orbital gap	0.3108	Ha

Structure (XYZ):
```
26
Properties=species:S:1:pos:R:3:forces:R:3
C 0.4585 3.7306 -0.5439 -0.6 -0.7 0.4
C 0.2760 2.3953 0.1175 -0.3 -0.4 1.1
O 0.3898 2.2196 1.3289 0.2 0.5 -0.6
N -0.3220 1.4072 -0.6390 0.0 -1.0 -3.1
C -0.8540 0.1904 -0.0153 3.9 2.8 1.9
C 0.0147 -0.9928 -0.3876 2.0 0.0 1.9
C -0.2573 -2.2989 0.3796 1.9 -2.3 1.1
C -0.1436 -2.1016 1.9593 -3.8 -1.9 -3.7
O -1.4857 -2.9399 0.0873 0.4 -1.3 -1.4
N -0.1937 -1.1529 -1.8224 1.8 1.8 0.3
O -0.4534 -2.2557 -2.2468 -0.5 -1.2 -1.3
N -0.0505 -0.1351 -2.5924 -1.4 -2.0 -1.4
N 0.4882 0.9703 -2.1434 -0.1 2.3 3.4
O 0.1954 2.0004 -3.0522 0.3 -0.5 0.4
H -0.1528 4.4294 -0.0088 -0.8 0.2 0.5
H 0.1130 3.7091 -1.5514 0.3 0.1 -0.7
H 1.4080 4.1413 -0.3585 1.6 0.2 -0.3
H -1.8307 0.0965 -0.2552 -3.1 -0.7 -0.9
H -0.7506 0.6030 1.0266 -0.2 -1.6 -0.4
H 1.1663 -0.7234 -0.1672 -2.5 -0.4 -0.8
H 0.5384 -3.1066 0.1861 -0.6 1.6 -0.4
H -1.1621 -1.7898 2.1082 -0.7 0.2 0.8
H 0.3932 -1.2686 2.1333 2.7 2.1 1.4
H -0.0828 -3.0853 2.4036 0.9 0.3 0.4
H -1.2573 -3.6224 -0.6403 -0.9 1.9 1.6
H -0.2048 1.5363 -3.7952 -0.4 -0.1 -0.3
```
Positions in Å, forces in eV/Å.

These are the natural (NBO) partial charges, in e, on atoms 1 to 2: -0.71, 0.67

Record 4
Molecular formula: C8H14FOP
Method: DFT, ωB97M-V with the def2-TZVPD basis set

multiplicity	1
orbital gap (alpha / beta)	0.2758 / 0.2943	Ha

Structure (XYZ):
```
25
Properties=species:S:1:pos:R:3:forces:R:3
C 2.9311 1.0886 0.3042 -0.4 -0.3 -3.9
C 1.8337 0.4314 -0.1363 0.1 1.2 4.3
C -2.5495 -0.6682 0.7697 3.5 0.9 2.2
C -1.4456 -1.5312 0.0477 -0.7 2.8 -0.4
C -3.2737 0.4678 0.0498 -3.1 -2.6 -1.3
C -0.1601 -1.4800 0.7994 -2.3 1.6 2.4
C -2.5078 1.4945 -0.6747 0.3 -1.5 -1.2
C 3.9951 1.6213 -0.5836 1.8 1.3 -1.3
O 0.9800 0.4670 2.4497 1.0 0.8 4.0
F -2.8266 2.7140 -0.2244 0.4 0.5 -0.8
P 0.5196 0.2282 1.1168 -0.7 -1.3 -3.9
H 3.1895 1.3709 1.2517 -0.6 0.1 2.9
H 1.4384 0.1556 -1.0440 0.2 -0.2 -2.6
H -3.1055 -1.4328 1.3341 -0.7 0.9 -0.3
H -1.8737 -0.1122 1.6244 -2.0 -1.0 -1.6
H -1.8994 -2.4733 0.0482 0.0 -1.8 -0.8
H -1.1944 -1.1165 -0.9107 -0.7 -0.2 -1.1
H -4.2056 0.0060 -0.6348 2.5 0.8 1.0
H -3.9268 0.9240 0.7669 0.1 0.7 0.7
H -0.4373 -1.9634 1.7204 0.6 0.2 1.1
H 0.6118 -1.9966 0.4223 2.7 -2.1 -1.8
H -2.2282 1.2962 -1.7862 -0.4 1.2 2.1
H 5.0273 1.3421 -0.3067 -0.3 0.4 1.0
H 4.0282 2.7876 -0.7668 -0.4 -2.3 0.5
H 4.0507 1.1138 -1.5231 -0.8 0.1 -1.2
```
Positions in Å, forces in eV/Å.

These are the natural (NBO) partial charges, in e, on atoms 1 to 2: -0.11, -0.60

Energy relative to the best compared isomer or geometry (same formula, charge and spin) across the listed records, respectively: 1.778 4.310 6.168 1.567 eV.
Molar mass across the listed records, respectively: 186.98 119.10 204.19 176.17 Da.